Here is a structure of composition C41H37AsO9OsPS from OMol25. Energies are from wB97M-V/def2-TZVPD.

The geometry in XYZ format:
```
91
Properties=species:S:1:pos:R:3:mulliken_spin:R:1
Os -0.12966 0.34454 0.45487 2.917
O 4.26653 -0.77006 0.80947 -0.001
As 2.67114 -1.52076 0.66176 -0.017
O 2.66993 -2.73895 -0.41535 0.003
O 1.81112 -0.12270 0.27345 0.110
C 2.52374 -2.28173 2.44055 0.010
C 3.55723 -3.19671 2.64970 0.000
C 3.66449 -3.89238 3.84283 0.001
C 2.72721 -3.68912 4.84544 0.000
C 1.68916 -2.79540 4.64306 0.002
C 1.58596 -2.09478 3.44927 -0.004
S 0.20213 -0.97586 3.26168 0.014
O 0.77100 0.36055 3.11631 0.043
O -0.63294 -1.18978 4.41566 0.007
O -0.40572 -1.40288 1.97867 0.087
H 4.14528 0.15500 0.57734 0.001
H 4.28404 -3.37410 1.86582 0.000
H 4.47690 -4.59361 3.98099 0.000
H 2.79764 -4.22927 5.78090 0.000
H 0.93385 -2.62514 5.39665 0.000
O -2.39995 0.26835 -1.28328 -0.036
C -2.84988 0.41340 -0.14999 0.010
O -2.11534 0.64748 0.88686 -0.062
C -4.32347 0.27835 0.11270 0.003
C -5.18839 0.09669 -0.95993 0.002
C -6.54893 -0.05034 -0.73871 0.001
C -7.04974 -0.01786 0.55723 0.000
C -6.18650 0.16102 1.62986 0.001
C -4.82438 0.30988 1.40895 -0.001
H -4.76578 0.06726 -1.95549 -0.001
H -7.22167 -0.19075 -1.57570 0.000
H -8.11220 -0.13435 0.73083 0.000
H -6.57468 0.18088 2.64000 0.000
H -4.13333 0.44092 2.22998 -0.002
C 0.71939 4.46552 -0.91728 0.058
C 0.86605 2.94266 -1.11086 -0.005
C 2.36738 2.61724 -1.07850 0.126
C 0.13692 2.25346 0.02638 0.778
C 0.25178 2.60239 -2.47423 -0.109
C 1.01450 2.34282 -3.60912 0.003
C 0.41567 2.07550 -4.83694 0.002
C -0.96469 2.05981 -4.94925 0.003
C -1.73849 2.32174 -3.82505 0.016
C -1.13573 2.59068 -2.60958 0.020
H 1.16535 4.76099 0.03445 -0.009
H -0.33298 4.75230 -0.90792 -0.016
H 1.21769 5.00892 -1.72389 0.003
H 2.75010 2.82694 -0.07873 -0.006
H 2.92007 3.23351 -1.79286 0.017
H 2.55492 1.56455 -1.28912 -0.030
H -0.12511 2.92109 0.85141 -0.031
H 2.09477 2.34375 -3.54404 -0.003
H 1.03505 1.86532 -5.70095 0.000
H -1.43522 1.83351 -5.89755 0.000
H -2.81844 2.29113 -3.89045 0.001
H -1.74129 2.75368 -1.72787 0.002
O -0.32381 -1.62558 -0.74423 0.074
P -0.22121 -2.70152 -1.77115 0.010
C -1.72012 -2.75375 -2.78110 0.004
C -2.93130 -2.79000 -2.08932 0.000
C -4.12981 -2.78554 -2.78117 0.000
C -4.12647 -2.74255 -4.17051 0.000
C -2.92674 -2.70031 -4.86280 0.000
C -1.72177 -2.70325 -4.17004 0.001
C 1.13372 -2.46570 -2.92749 0.019
C 1.95816 -3.49222 -3.36811 -0.001
C 2.97228 -3.21962 -4.27214 0.000
C 3.16738 -1.92378 -4.72962 0.000
C 2.34684 -0.89623 -4.28423 0.004
C 1.32671 -1.16405 -3.38379 -0.065
C -0.12346 -4.33148 -1.01214 0.010
C -0.27503 -5.50675 -1.74138 -0.001
C -0.18844 -6.73431 -1.10350 0.000
C 0.03420 -6.78615 0.26735 0.000
C 0.16203 -5.61425 0.99908 0.000
C 0.08652 -4.38365 0.36306 0.005
H -2.92937 -2.79133 -1.00559 0.001
H -5.06449 -2.79755 -2.23586 0.000
H -5.06372 -2.73316 -4.71251 0.000
H -2.92344 -2.65380 -5.94407 0.000
H -0.78694 -2.65471 -4.71229 0.000
H 1.83505 -4.49419 -2.97783 0.000
H 3.62544 -4.01616 -4.60349 0.000
H 3.96870 -1.71318 -5.42683 0.000
H 2.49992 0.11536 -4.63291 0.000
H 0.68634 -0.36172 -3.02592 0.031
H -0.47039 -5.46375 -2.80722 0.000
H -0.30288 -7.64827 -1.67204 0.000
H 0.09941 -7.74547 0.76574 0.000
H 0.32433 -5.65136 2.06858 0.000
H 0.16353 -3.46221 0.92564 0.000
```

Its spin multiplicity is 5. Its expectation value of S² is 6.011. For the energy above the lowest of the compared OMol25 structures with the same formula, charge and spin, the calculation gives 6.3 kcal per mole. The LUMO energy (spin up / spin down) is 2.49 / 2.49 eV. As for the total energy: -5327.8130 a.u. As for the highest occupied orbital energy (spin up / spin down): -0.12762 / -0.18798 Eh. Its charge is -1.